The following is a DFT calculation (ωB97M-V with the def2-TZVPD basis set) of a 12-piece molecular cluster, C24H66N6O30S6 overall in a non-equilibrium geometry.

structure (SMILES): CCOS(C)(=O)=O.CCOS(C)(=O)=O.CCOS(C)(=O)=O.CCOS(C)(=O)=O.CCOS(C)(=O)=O.CCOS(C)(=O)=O.C[N+](=O)[O-].C[N+](=O)[O-].C[N+](=O)[O-].C[N+](=O)[O-].C[N+](=O)[O-].C[N+](=O)[O-]
highest occupied orbital energy: -0.4022 Eh
ΔE to the lowest compared entry with this formula, charge and spin: 6.514 eV
Kohn-Sham gap: 10.852 eV

The geometry in ORCA input format:
```
! wB97M-V def2-TZVPD RIJCOSX def2/J DEFGRID3
* xyz 0 1
O -0.506 -2.502 0.884
S -1.576 -1.590 0.542
O -2.967 -2.112 0.456
O -1.615 -0.353 1.669
C -0.471 0.480 1.773
C -0.007 0.590 3.231
C -1.105 -0.434 -0.915
H -0.762 1.417 1.298
H 0.376 0.136 1.180
H -0.728 0.907 3.984
H 0.732 1.391 3.275
H 0.422 -0.343 3.597
H -0.024 -0.293 -0.908
H -1.633 0.493 -0.693
H -1.501 -0.840 -1.845
O 2.116 -6.132 -3.309
S 2.969 -7.284 -2.983
O 2.814 -8.560 -3.672
O 4.532 -6.784 -3.278
C 5.550 -7.745 -3.003
C 6.766 -7.566 -3.913
C 3.025 -7.401 -1.100
H 5.200 -8.763 -3.174
H 5.789 -7.589 -1.950
H 7.496 -8.365 -3.784
H 7.132 -6.556 -3.729
H 6.487 -7.487 -4.964
H 3.476 -8.323 -0.735
H 2.020 -7.436 -0.680
H 3.587 -6.570 -0.674
O -7.422 -1.908 -5.866
S -8.877 -2.105 -5.933
O -9.375 -2.665 -7.166
O -9.384 -3.065 -4.762
C -8.723 -2.929 -3.525
C -9.645 -3.570 -2.622
C -9.686 -0.548 -5.406
H -8.611 -1.870 -3.292
H -7.734 -3.386 -3.493
H -10.689 -3.340 -2.837
H -9.377 -3.284 -1.605
H -9.453 -4.641 -2.679
H -9.839 -0.666 -4.333
H -10.655 -0.660 -5.891
H -9.178 0.369 -5.707
O -2.620 9.147 -4.207
S -1.728 8.023 -3.891
O -1.681 7.435 -2.583
O -2.195 6.814 -4.964
C -2.075 5.449 -4.622
C -2.465 4.659 -5.866
C -0.049 8.377 -4.624
H -2.665 5.144 -3.757
H -1.037 5.201 -4.400
H -2.408 3.587 -5.681
H -1.752 4.888 -6.658
H -3.465 4.976 -6.162
H 0.472 9.208 -4.149
H -0.058 8.618 -5.687
H 0.435 7.410 -4.485
O -0.724 -12.893 -0.950
S -1.469 -12.617 0.255
O -0.820 -12.683 1.567
O -2.160 -11.102 0.110
C -2.930 -10.778 -0.971
C -3.451 -9.348 -0.860
C -2.974 -13.600 0.350
H -3.693 -11.525 -1.192
H -2.340 -10.743 -1.887
H -2.713 -8.556 -0.739
H -4.119 -9.256 -0.003
H -4.106 -9.179 -1.715
H -2.615 -14.629 0.333
H -3.660 -13.474 -0.487
H -3.510 -13.352 1.267
O 7.121 8.273 1.659
S 6.139 9.320 1.862
O 5.245 9.884 0.851
O 5.237 8.856 3.119
C 5.784 8.421 4.341
C 4.727 7.819 5.245
C 7.059 10.868 2.728
H 6.283 9.295 4.759
H 6.570 7.681 4.193
H 5.169 7.281 6.083
H 4.178 7.100 4.637
H 3.986 8.516 5.638
H 7.474 11.519 1.959
H 7.955 10.588 3.282
H 6.388 11.404 3.400
C 5.246 -3.017 3.995
N 6.364 -3.795 3.360
O 6.090 -4.890 2.950
O 7.439 -3.219 3.193
H 5.723 -2.366 4.728
H 4.740 -3.710 4.667
H 4.665 -2.472 3.251
C 4.177 4.263 1.018
N 4.030 4.241 -0.451
O 3.028 3.656 -0.799
O 4.819 4.800 -1.185
H 5.221 4.470 1.253
H 3.866 3.248 1.268
H 3.506 5.011 1.442
C -7.609 0.512 1.057
N -6.941 1.669 0.366
O -6.466 1.500 -0.787
O -6.812 2.662 1.015
H -7.224 -0.468 0.777
H -8.670 0.556 0.810
H -7.459 0.778 2.103
C -0.846 2.405 10.308
N -0.924 3.865 10.480
O -0.957 4.272 11.583
O -1.029 4.507 9.439
H -0.329 2.037 11.194
H -0.265 2.153 9.421
H -1.897 2.116 10.273
C 0.103 9.100 2.550
N -0.864 7.959 2.829
O -0.395 6.832 3.011
O -2.031 8.244 3.097
H 0.819 8.676 1.845
H 0.563 9.372 3.500
H -0.367 10.047 2.287
C 7.324 -1.239 -2.018
N 5.890 -0.879 -2.073
O 5.342 -0.764 -1.006
O 5.427 -0.428 -3.132
H 7.639 -1.192 -3.060
H 7.561 -2.229 -1.629
H 7.814 -0.421 -1.489
*
```

These are the Mulliken partial charges, in e, on atoms 1 to 5: atom 1 (O): -0.570, atom 2 (S): 1.119, atom 3 (O): -0.568, atom 4 (O): -0.315, atom 5 (C): -0.096

***

The following is a DFT calculation (ωB97M-V with the def2-TZVPD basis set) of a 8-piece molecular cluster, C24H67ClN5O11 overall in a non-equilibrium geometry.

highest occupied orbital energy (alpha / beta): -0.2927 / -0.2927 Eh
⟨S²⟩: 0.76
Kohn-Sham gap (alpha / beta): 8.488 / 3.959 eV

The geometry in ORCA input format:
```
! wB97M-V def2-TZVPD RIJCOSX def2/J DEFGRID3
* xyz 0 2
Cl -0.077 -0.733 -0.236
O -0.605 -2.049 -0.029
O -1.148 0.179 -0.253
O 0.828 -0.280 0.744
O 0.655 -0.771 -1.440
C -1.969 1.254 -3.374
C -0.654 2.032 -3.398
C -0.489 3.232 -4.334
O 0.898 3.692 -4.228
C 1.332 4.644 -5.231
N -0.397 2.393 -1.974
H -2.253 1.188 -4.425
H -2.708 1.784 -2.773
H -1.729 0.273 -2.965
H 0.075 1.282 -3.706
H -1.170 4.002 -3.971
H -0.797 2.983 -5.349
H 1.458 4.053 -6.138
H 2.309 5.113 -5.118
H 0.563 5.354 -5.534
H -1.132 3.085 -1.938
H -0.766 1.564 -1.531
C 3.107 1.169 -3.332
C 3.472 1.721 -2.059
C 4.240 3.104 -2.263
O 3.971 4.006 -1.148
C 4.813 5.149 -1.314
N 2.274 2.026 -1.219
H 2.504 0.287 -3.118
H 3.996 0.810 -3.850
H 2.673 1.832 -4.082
H 4.143 1.091 -1.475
H 3.924 3.555 -3.204
H 5.297 2.885 -2.414
H 4.445 5.971 -0.700
H 4.810 5.545 -2.330
H 5.849 4.975 -1.025
H 1.792 1.142 -1.137
H 1.599 2.215 -1.946
C -0.065 -3.889 -4.912
C -0.356 -4.721 -3.642
C 0.774 -5.147 -2.648
O 1.631 -5.969 -3.369
C 2.913 -5.486 -3.596
N -1.333 -3.909 -2.841
H -0.978 -3.481 -5.347
H 0.501 -4.522 -5.595
H 0.434 -2.929 -4.779
H -1.006 -5.528 -3.980
H 0.508 -5.797 -1.814
H 1.105 -4.158 -2.331
H 3.307 -6.345 -4.139
H 3.491 -5.449 -2.673
H 2.931 -4.558 -4.168
H -1.556 -4.190 -1.896
H -0.979 -2.978 -2.671
C -1.029 3.025 1.690
C 0.318 3.533 2.096
C 0.622 3.724 3.559
O 1.918 4.260 3.844
C 1.902 4.912 5.089
N 1.274 2.585 1.485
H -1.276 2.031 2.064
H -1.274 2.993 0.628
H -1.777 3.732 2.050
H 0.357 4.554 1.715
H 0.474 2.823 4.155
H -0.077 4.521 3.813
H 1.047 5.559 5.287
H 2.781 5.555 5.030
H 2.118 4.033 5.696
H 1.656 1.997 2.212
H 0.537 1.953 1.207
C -3.372 -2.110 3.146
C -4.549 -1.517 2.330
C -5.730 -1.094 3.243
O -6.156 -2.171 4.074
C -7.221 -1.816 4.861
N -4.053 -0.350 1.527
H -3.606 -2.993 3.741
H -3.101 -1.495 4.004
H -2.465 -2.253 2.558
H -4.840 -2.280 1.609
H -6.429 -0.852 2.442
H -5.530 -0.126 3.702
H -8.131 -1.587 4.307
H -7.109 -0.872 5.393
H -7.397 -2.576 5.622
H -4.162 0.503 2.057
H -3.120 -0.459 1.158
C -1.324 -5.745 2.418
C 0.060 -5.113 2.175
O 0.107 -4.602 0.848
H -1.958 -5.236 1.692
H -1.640 -5.861 3.454
H -1.268 -6.767 2.045
H 0.784 -5.927 2.198
H 0.367 -4.442 2.977
H -0.216 -3.699 0.881
C 1.804 -1.213 4.096
C 1.362 0.274 4.317
O 2.349 1.090 3.963
H 1.092 -1.918 4.527
H 2.816 -1.429 4.438
H 1.914 -1.364 3.022
H 1.210 0.322 5.396
H 0.380 0.250 3.846
H 3.109 0.935 4.529
*
```

These are the Mulliken partial charges, in e, on atoms 1 to 5: atom 1 (Cl): 1.577, atom 2 (O): -0.764, atom 3 (O): -0.713, atom 4 (O): -0.755, atom 5 (O): -0.741

***

The following is a DFT calculation (ωB97M-V with the def2-TZVPD basis set) of a 10-piece molecular cluster, C24H68N2O10 overall in a non-equilibrium geometry.

structure (SMILES): NC(N)=O.CC(C)O.CC(C)O.CC(C)O.CC(C)O.CC(C)O.CC(C)O.CC(C)O.CO.CO
highest occupied orbital energy: -0.3370 Eh
ΔE to the lowest compared entry with this formula, charge and spin: 8.754 eV
Kohn-Sham gap: 9.441 eV

The geometry in ORCA input format:
```
! wB97M-V def2-TZVPD RIJCOSX def2/J DEFGRID3
* xyz 0 1
C -0.439 -0.173 -0.009
O -0.245 -1.382 0.694
H -1.363 0.237 0.377
H -0.357 -0.393 -1.094
H 0.372 0.641 0.052
H 0.726 -1.468 0.846
C -1.713 -4.649 1.513
O -1.131 -5.827 1.968
H -0.875 -3.966 1.256
H -2.278 -4.180 2.243
H -2.420 -4.792 0.658
H -1.751 -6.228 2.591
C -1.354 -1.684 3.801
O -0.528 -2.755 3.539
N -1.980 -1.461 4.891
N -1.613 -0.873 2.838
H -1.808 -2.074 5.656
H -2.513 -0.615 5.009
H -1.115 -1.065 1.955
H -2.116 0.027 2.894
C 0.040 2.546 2.227
C -0.125 3.880 2.898
C 0.326 5.095 2.130
O -1.207 4.209 3.369
H -0.277 1.741 2.872
H 1.014 2.411 1.711
H -0.695 2.607 1.478
H 0.664 3.873 3.593
H 1.393 5.076 1.990
H 0.060 6.145 2.485
H -0.031 4.935 1.158
H -1.149 4.839 4.026
C -0.779 -2.132 -3.367
C -2.042 -2.903 -3.084
C -2.362 -2.832 -1.645
O -3.034 -2.526 -3.673
H -0.870 -1.098 -3.122
H -0.515 -2.218 -4.413
H 0.033 -2.451 -2.703
H -1.870 -4.022 -3.385
H -1.560 -3.235 -1.025
H -3.180 -3.548 -1.315
H -2.528 -1.746 -1.365
H -3.723 -3.192 -3.516
C -4.956 -3.319 0.834
C -4.179 -2.076 1.164
C -4.698 -0.860 0.474
O -4.002 -1.950 2.382
H -4.458 -4.182 1.257
H -5.115 -3.346 -0.172
H -5.933 -3.468 1.294
H -3.215 -2.188 0.719
H -4.158 0.014 0.723
H -5.734 -0.670 0.762
H -4.639 -0.974 -0.598
H -3.186 -1.449 2.539
C 3.393 0.066 0.890
C 2.906 -0.929 1.950
C 1.903 -0.224 2.876
O 2.276 -1.798 1.319
H 2.581 0.671 0.408
H 3.944 -0.432 0.152
H 4.039 0.858 1.324
H 3.694 -1.291 2.552
H 0.923 0.014 2.380
H 2.375 0.654 3.204
H 1.574 -0.915 3.665
H 2.232 -2.615 1.799
C -0.184 1.787 -3.349
C -0.573 3.126 -2.702
C -0.704 2.996 -1.138
O 0.009 4.174 -3.082
H 0.001 1.830 -4.415
H -1.077 1.192 -3.076
H 0.714 1.403 -2.819
H -1.612 3.323 -3.100
H -1.304 2.142 -0.799
H -1.221 3.968 -0.860
H 0.197 3.059 -0.610
H -0.272 4.292 -4.010
C 4.475 2.989 -1.092
C 3.055 3.495 -1.029
C 2.917 4.838 -0.330
O 2.587 3.700 -2.210
H 4.429 2.161 -1.812
H 4.840 2.684 -0.119
H 5.094 3.790 -1.493
H 2.352 2.748 -0.499
H 1.878 5.223 -0.124
H 3.376 5.593 -0.865
H 3.492 4.848 0.593
H 1.641 3.566 -2.311
C 2.958 -2.775 -3.632
C 3.249 -1.936 -2.360
C 2.646 -0.590 -2.461
O 3.024 -2.502 -1.251
H 1.830 -2.908 -3.603
H 3.366 -3.842 -3.539
H 3.281 -2.359 -4.554
H 4.320 -1.870 -2.380
H 1.709 -0.581 -1.937
H 2.486 -0.256 -3.469
H 3.173 0.177 -1.895
H 3.199 -1.851 -0.562
*
```

These are the Mulliken partial charges, in e, on atoms 1 to 5: atom 1 (C): 0.907, atom 2 (O): 0.197, atom 3 (H): 0.707, atom 4 (H): -1.238, atom 5 (H): -0.645

***

Calculated energy in order - -161310.4538, -68451.9894, -49435.5937 eV